Record 1
Density functional theory data (wB97M-V/def2-TZVPD) for a molecular structure, C18H24F3N3O at a distorted geometry.

LUMO level   -0.24 eV
Gap between HOMO and LUMO   8.280 eV
Largest force on an atom   17.26 eV/A
DFT total energy   -33706.702 eV
HOMO energy   -0.31321 hartree

Geometry (Å):
O (2.985, 2.989, -0.180)
C (2.319, 2.039, -0.484)
N (1.347, 1.328, 0.213)
C (1.053, 0.052, -0.031)
H (0.114, 0.230, -0.511)
C (1.119, -0.726, 1.252)
H (2.229, -0.828, 1.702)
H (0.625, -1.680, 0.981)
C (0.011, -0.033, 2.176)
N (-1.155, -0.876, 2.479)
C (-1.976, -0.723, 3.474)
C (-2.918, -1.705, 3.768)
C (-3.791, -1.757, 2.851)
C (-3.053, -2.245, 1.464)
C (-2.101, -0.878, 1.254)
H (-1.331, -1.229, 0.375)
H (-2.537, -0.021, 1.285)
H (-2.331, -3.109, 1.599)
H (-3.826, -2.277, 0.626)
H (-4.419, -2.922, 2.921)
H (-4.473, -0.981, 2.589)
H (-2.189, -2.819, 3.979)
H (-3.455, -1.639, 4.789)
H (-1.100, -0.643, 4.424)
H (-2.710, 0.432, 3.371)
H (0.475, -0.146, 3.283)
C (-0.083, 1.485, 2.001)
H (-0.682, 1.851, 2.688)
C (1.251, 1.935, 1.395)
H (1.066, 3.027, 1.312)
H (1.808, 1.816, 2.094)
H (-0.968, 1.581, 1.057)
H (1.773, -0.514, -0.737)
N (2.775, 1.581, -1.813)
C (1.832, 1.142, -2.798)
C (0.305, 1.324, -2.788)
C (-0.603, 1.206, -3.690)
C (0.039, 0.075, -4.688)
C (1.222, -0.109, -4.901)
C (2.202, 0.185, -4.049)
C (3.670, -0.213, -3.887)
F (3.982, -1.125, -5.173)
F (4.110, -0.780, -2.993)
F (4.566, 0.991, -4.117)
H (1.539, -0.634, -5.838)
H (-0.876, 0.014, -5.330)
H (-1.481, 1.403, -3.434)
H (0.154, 2.151, -1.705)
H (3.489, 1.775, -2.255)

Record 2
Density functional theory data (wB97M-V/def2-TZVPD) for a molecular structure, C18H24F9Na3O24S3 at a distorted geometry.

LUMO level   -2.43 eV
Gap between HOMO and LUMO   5.514 eV
Largest force on an atom   5.36 eV/A
DFT total energy   -138407.868 eV
HOMO energy   -0.29208 hartree

Geometry (Å):
Na (0.114, -3.274, -0.499)
Na (-3.593, -0.401, -0.511)
Na (-1.918, -0.216, 4.588)
C (1.077, 1.131, 0.790)
F (1.961, 1.285, 1.739)
F (0.400, 2.255, 0.562)
F (1.606, 0.762, -0.410)
S (-0.183, -0.210, 1.390)
O (-0.358, -0.095, 2.834)
O (-1.457, -0.092, 0.667)
O (0.455, -1.504, 1.149)
C (-2.942, -2.772, 2.056)
F (-3.541, -1.755, 1.475)
F (-2.116, -3.364, 1.138)
F (-2.260, -2.440, 3.127)
S (-4.263, -4.103, 2.508)
O (-3.814, -5.049, 3.578)
O (-5.448, -3.373, 2.964)
O (-4.444, -4.793, 1.227)
C (1.465, -6.935, 1.863)
F (2.110, -6.810, 0.677)
F (1.070, -8.183, 2.027)
F (2.323, -6.767, 2.881)
S (0.002, -5.667, 1.898)
O (-0.957, -6.054, 0.802)
O (-0.605, -5.693, 3.218)
O (0.605, -4.363, 1.634)
C (2.770, 3.590, -2.054)
C (1.868, 4.604, -1.332)
O (0.847, 4.731, -2.287)
C (0.912, 3.793, -3.242)
O (-0.059, 3.593, -4.021)
O (2.083, 3.131, -3.194)
H (2.964, 2.732, -1.411)
H (3.708, 4.039, -2.381)
H (2.308, 5.588, -1.167)
H (1.527, 4.272, -0.352)
C (4.042, -2.627, 1.755)
C (4.006, -1.364, 0.855)
O (4.969, -1.513, -0.077)
C (5.690, -2.624, 0.215)
O (6.649, -3.078, -0.431)
O (5.193, -3.273, 1.270)
H (3.106, -3.177, 1.657)
H (4.194, -2.302, 2.784)
H (4.089, -0.418, 1.391)
H (3.046, -1.336, 0.338)
C (-1.196, 3.939, 3.098)
C (-0.062, 3.246, 3.828)
O (1.112, 3.934, 3.391)
C (0.785, 5.005, 2.619)
O (1.632, 5.737, 2.165)
O (-0.561, 5.087, 2.475)
H (-2.013, 4.127, 3.794)
H (-1.620, 3.317, 2.310)
H (0.010, 2.160, 3.768)
H (-0.107, 3.514, 4.884)
C (-0.819, 0.366, -3.222)
O (0.617, 0.365, -3.309)
C (1.247, -0.795, -2.996)
O (0.768, -1.739, -2.349)
O (2.409, -0.837, -3.764)
C (3.314, -1.890, -3.709)
H (-1.254, 0.496, -2.231)
H (-1.184, -0.529, -3.726)
H (-1.237, 1.160, -3.841)
H (3.190, -2.498, -2.813)
H (4.310, -1.451, -3.654)
H (3.275, -2.591, -4.543)
C (-2.399, 3.139, -0.809)
O (-3.676, 3.427, -1.498)
C (-4.283, 2.440, -2.284)
O (-3.818, 1.354, -2.587)
O (-5.529, 2.866, -2.570)
C (-6.394, 2.113, -3.395)
H (-2.526, 2.302, -0.122)
H (-1.939, 3.895, -0.173)
H (-1.518, 2.880, -1.397)
H (-7.375, 2.516, -3.647)
H (-6.513, 1.086, -3.052)
H (-5.850, 1.977, -4.330)

Record 3
Density functional theory data (wB97M-V/def2-TZVPD) for C18H24N2O3S2 in the gas phase.

LUMO level   0.36 eV
Gap between HOMO and LUMO   8.717 eV
Structure (SMILES)   CCCSCCCNC(=O)c1ccc(NC(=O)C2=CSCCO2)cc1
Largest force on an atom   0.63 eV/A
DFT total energy   -49849.743 eV
HOMO energy   -0.30710 hartree

Geometry (Å):
C (-2.065, -2.681, 0.650)
C (-2.467, -2.292, -0.767)
C (-3.860, -2.796, -1.119)
H (-4.082, -2.664, -2.178)
H (-3.959, -3.851, -0.864)
S (-5.184, -1.952, -0.187)
C (-5.351, -0.449, -1.225)
C (-6.081, 0.676, -0.507)
H (-7.139, 0.431, -0.402)
H (-5.991, 1.573, -1.122)
C (-5.505, 0.963, 0.889)
N (-4.063, 0.908, 0.918)
C (-3.297, 1.881, 0.368)
O (-3.756, 2.925, -0.057)
C (-1.839, 1.563, 0.317)
C (-1.208, 0.742, 1.247)
C (0.139, 0.460, 1.142)
C (0.884, 0.997, 0.094)
C (0.261, 1.841, -0.826)
C (-1.083, 2.123, -0.709)
H (-1.573, 2.780, -1.412)
H (0.839, 2.274, -1.630)
N (2.243, 0.742, -0.071)
C (3.046, -0.113, 0.622)
O (2.692, -0.836, 1.533)
C (4.454, -0.090, 0.139)
C (5.361, -0.868, 0.744)
S (7.024, -1.048, 0.285)
C (6.935, -0.133, -1.290)
C (6.057, 1.097, -1.112)
O (4.701, 0.769, -0.911)
H (6.072, 1.710, -2.017)
H (6.426, 1.693, -0.266)
H (7.951, 0.147, -1.557)
H (6.517, -0.795, -2.048)
H (5.055, -1.469, 1.583)
H (2.695, 1.246, -0.823)
H (0.625, -0.173, 1.867)
H (-1.761, 0.338, 2.082)
H (-3.660, -0.004, 1.068)
H (-5.813, 1.964, 1.202)
H (-5.878, 0.227, 1.603)
H (-5.885, -0.735, -2.132)
H (-4.341, -0.134, -1.489)
H (-2.423, -1.204, -0.878)
H (-1.757, -2.719, -1.479)
H (-1.988, -3.762, 0.737)
H (-1.105, -2.242, 0.908)
H (-2.813, -2.339, 1.363)

Record 4
Density functional theory data (wB97M-V/def2-TZVPD) for C18H24N2O4 in the gas phase at a distorted geometry.

LUMO level   0.77 eV
Gap between HOMO and LUMO   8.651 eV
Structure (SMILES)   COc1ccc(CCNC(=O)c2cc(CC(C)C)on2)cc1OC
Largest force on an atom   1.20 eV/A
DFT total energy   -30224.413 eV
HOMO energy   -0.28969 hartree

Geometry (Å):
C (-2.147, -3.814, -1.454)
O (-1.580, -3.095, -0.388)
C (-2.097, -1.857, -0.082)
C (-3.225, -1.335, -0.702)
C (-3.707, -0.076, -0.397)
C (-3.079, 0.699, 0.562)
C (-1.974, 0.170, 1.210)
C (-1.459, -1.086, 0.905)
O (-0.345, -1.408, 1.629)
C (0.371, -2.596, 1.384)
H (0.746, -2.638, 0.359)
H (1.213, -2.565, 2.077)
H (-0.232, -3.483, 1.585)
H (-1.456, 0.732, 1.972)
C (-3.472, 2.130, 0.790)
H (-4.541, 2.272, 0.629)
H (-3.224, 2.435, 1.808)
C (-2.697, 3.015, -0.210)
N (-1.280, 2.776, -0.110)
C (-0.682, 1.812, -0.852)
O (-1.129, 1.363, -1.889)
C (0.608, 1.355, -0.279)
N (1.099, 1.848, 0.835)
O (2.222, 1.159, 1.117)
C (2.427, 0.223, 0.175)
C (1.426, 0.302, -0.753)
H (1.269, -0.286, -1.631)
C (3.629, -0.640, 0.289)
H (3.491, -1.526, -0.332)
H (3.737, -0.950, 1.330)
C (4.908, 0.101, -0.145)
C (6.130, -0.762, 0.152)
H (6.075, -1.700, -0.398)
H (7.039, -0.245, -0.145)
H (6.196, -0.989, 1.213)
C (4.850, 0.455, -1.628)
H (5.746, 0.996, -1.923)
H (3.987, 1.081, -1.845)
H (4.780, -0.448, -2.231)
H (4.979, 1.026, 0.438)
H (-0.829, 2.996, 0.767)
H (-2.902, 4.072, -0.025)
H (-2.988, 2.758, -1.231)
H (-4.568, 0.304, -0.925)
H (-3.734, -1.910, -1.458)
H (-3.181, -4.105, -1.243)
H (-2.111, -3.245, -2.388)
H (-1.538, -4.712, -1.554)

Record 5
Density functional theory data (wB97M-V/def2-TZVPD) for C18H24N2O4S in the gas phase at a distorted geometry.

LUMO level   0.18 eV
Gap between HOMO and LUMO   9.073 eV
Structure (SMILES)   CCCN(CCC)S(=O)(=O)c1ccc(C(=O)NCc2ccco2)cc1
Largest force on an atom   1.12 eV/A
DFT total energy   -41060.471 eV
HOMO energy   -0.32685 hartree

Geometry (Å):
C (-4.966, 5.130, 0.552)
C (-4.328, 3.912, -0.105)
H (-5.107, 3.218, -0.422)
H (-3.765, 4.216, -0.989)
C (-3.357, 3.219, 0.854)
N (-2.572, 2.157, 0.262)
S (-1.548, 2.593, -0.980)
O (-2.075, 2.252, -2.274)
O (-1.149, 3.949, -0.752)
C (-0.154, 1.514, -0.644)
C (0.529, 1.669, 0.548)
C (1.611, 0.852, 0.816)
C (2.000, -0.124, -0.100)
C (1.314, -0.253, -1.305)
C (0.235, 0.572, -1.576)
H (-0.314, 0.506, -2.502)
H (1.634, -0.968, -2.048)
C (3.187, -0.965, 0.254)
O (4.093, -0.547, 0.945)
N (3.173, -2.219, -0.260)
H (2.354, -2.556, -0.741)
C (4.199, -3.190, 0.067)
C (3.622, -4.388, 0.744)
C (3.450, -5.672, 0.317)
C (2.821, -6.363, 1.382)
C (2.653, -5.445, 2.371)
O (3.132, -4.250, 1.995)
H (2.223, -5.516, 3.350)
H (2.538, -7.395, 1.403)
H (3.742, -6.078, -0.630)
H (4.718, -3.508, -0.843)
H (4.901, -2.671, 0.727)
H (2.177, 0.953, 1.729)
H (0.208, 2.432, 1.238)
C (-3.079, 0.807, 0.197)
C (-4.227, 0.560, -0.786)
C (-4.477, -0.933, -0.965)
H (-5.304, -1.098, -1.650)
H (-4.722, -1.398, -0.012)
H (-3.594, -1.423, -1.369)
H (-5.137, 1.033, -0.417)
H (-3.962, 1.012, -1.742)
H (-2.226, 0.185, -0.094)
H (-3.379, 0.511, 1.209)
H (-3.889, 2.805, 1.715)
H (-2.637, 3.962, 1.209)
H (-4.202, 5.851, 0.835)
H (-5.656, 5.613, -0.135)
H (-5.515, 4.841, 1.446)

Record 6
Density functional theory data (wB97M-V/def2-TZVPD) for C18H24N2O4S in the gas phase.

LUMO level   0.40 eV
Gap between HOMO and LUMO   8.722 eV
Structure (SMILES)   CC(C)OCCCNC(=O)c1ccc(NC(=O)C2=CSCCO2)cc1
Largest force on an atom   0.62 eV/A
DFT total energy   -41061.358 eV
HOMO energy   -0.30585 hartree

Geometry (Å):
C (-5.194, 7.013, -1.305)
H (-4.390, 7.050, -2.036)
H (-4.832, 7.408, -0.359)
H (-6.007, 7.640, -1.661)
C (-5.700, 5.582, -1.110)
C (-6.922, 5.561, -0.196)
H (-7.731, 6.138, -0.635)
H (-7.252, 4.537, -0.046)
H (-6.661, 5.984, 0.770)
O (-4.744, 4.727, -0.505)
C (-3.616, 4.381, -1.276)
C (-2.355, 5.145, -0.856)
H (-2.524, 6.217, -0.961)
H (-2.155, 4.940, 0.196)
C (-1.133, 4.760, -1.693)
N (-0.683, 3.410, -1.449)
C (0.427, 3.143, -0.714)
O (1.150, 4.017, -0.277)
C (0.699, 1.693, -0.496)
C (0.361, 0.711, -1.424)
C (0.660, -0.612, -1.175)
C (1.295, -0.987, 0.010)
C (1.645, -0.007, 0.936)
C (1.355, 1.316, 0.673)
H (1.634, 2.086, 1.375)
H (2.144, -0.291, 1.847)
N (1.561, -2.340, 0.201)
C (2.151, -2.960, 1.261)
O (2.551, -2.415, 2.270)
C (2.270, -4.432, 1.064)
C (2.821, -5.174, 2.034)
S (3.137, -6.879, 1.963)
C (2.768, -7.112, 0.193)
C (1.539, -6.295, -0.179)
O (1.779, -4.906, -0.134)
H (0.710, -6.553, 0.493)
H (1.243, -6.501, -1.211)
H (3.633, -6.785, -0.384)
H (2.595, -8.174, 0.037)
H (3.133, -4.693, 2.944)
H (1.286, -2.952, -0.557)
H (0.405, -1.369, -1.905)
H (-0.106, 0.977, -2.361)
H (-1.312, 2.660, -1.681)
H (-0.292, 5.408, -1.432)
H (-1.357, 4.876, -2.760)
H (-3.461, 3.307, -1.111)
H (-3.816, 4.538, -2.345)
H (-5.975, 5.167, -2.096)

Record 7
Density functional theory data (wB97M-V/def2-TZVPD) for C18H24N2O5 in the gas phase.

LUMO level   0.68 eV
Gap between HOMO and LUMO   9.395 eV
Structure (SMILES)   CCCOc1ccccc1[C@H]1NC(=O)NC(C)=C1C(=O)OCCOC
Largest force on an atom   0.67 eV/A
DFT total energy   -32273.835 eV
HOMO energy   -0.32018 hartree

Geometry (Å):
C (-4.511, -0.304, 1.806)
C (-4.483, 1.050, 1.107)
C (-3.185, 1.820, 1.371)
O (-2.031, 1.166, 0.884)
C (-1.775, 1.127, -0.458)
C (-2.481, 1.838, -1.420)
C (-2.132, 1.740, -2.757)
C (-1.084, 0.932, -3.148)
C (-0.375, 0.224, -2.191)
C (-0.699, 0.313, -0.850)
C (0.062, -0.448, 0.228)
N (-0.835, -1.318, 0.970)
C (-1.168, -2.557, 0.558)
O (-2.134, -3.179, 0.943)
N (-0.243, -3.130, -0.310)
C (0.981, -2.582, -0.601)
C (1.202, -1.271, -0.328)
C (2.458, -0.581, -0.601)
O (3.474, -1.075, -1.046)
O (2.365, 0.730, -0.295)
C (3.501, 1.558, -0.518)
H (4.317, 0.957, -0.933)
C (3.947, 2.235, 0.788)
O (4.980, 1.573, 1.468)
C (4.632, 0.308, 1.983)
H (5.460, 0.002, 2.620)
H (3.713, 0.363, 2.579)
H (4.501, -0.435, 1.190)
H (4.352, 3.223, 0.560)
H (3.064, 2.347, 1.435)
H (3.197, 2.317, -1.245)
C (1.954, -3.534, -1.208)
H (1.518, -3.988, -2.097)
H (2.182, -4.329, -0.498)
H (2.873, -3.024, -1.474)
H (-0.407, -4.101, -0.534)
H (-1.519, -0.837, 1.538)
H (0.450, 0.288, 0.942)
H (0.448, -0.406, -2.495)
H (-0.815, 0.850, -4.190)
H (-2.692, 2.301, -3.491)
H (-3.304, 2.478, -1.142)
H (-3.014, 1.891, 2.450)
H (-3.251, 2.838, 0.969)
H (-4.610, 0.903, 0.033)
H (-5.309, 1.667, 1.465)
H (-3.767, -0.981, 1.391)
H (-5.486, -0.768, 1.680)
H (-4.321, -0.190, 2.871)

Record 8
Density functional theory data (wB97M-V/def2-TZVPD) for 2 unconnected molecules or ions with the total composition C18H24N3O5 at a distorted geometry.

LUMO level   2.51 eV
Gap between HOMO and LUMO   7.116 eV
Charge   -1
Largest force on an atom   1.85 eV/A
DFT total energy   -33767.370 eV
HOMO energy   -0.16919 hartree

Geometry (Å):
O (3.837, 1.549, -4.277)
O (1.878, -0.598, 4.885)
O (-3.372, -1.412, 0.439)
O (-1.232, 1.364, 5.003)
O (-2.251, -3.249, -0.073)
C (2.645, 1.355, -4.467)
C (0.882, -1.276, 5.108)
C (-2.443, -2.230, 0.624)
C (-0.683, 1.205, 3.915)
C (1.332, -0.134, -1.250)
C (2.193, 0.458, -2.175)
C (0.031, -0.465, -1.628)
C (1.752, 0.730, -3.480)
C (-0.432, -0.211, -2.925)
C (0.431, 0.403, -3.860)
N (-0.313, 2.282, 3.211)
N (2.158, 1.776, -5.681)
N (-0.232, -1.203, 4.390)
C (0.875, -2.270, 6.242)
C (-1.842, -0.625, -3.275)
C (0.345, 2.303, 1.904)
C (-1.429, -1.961, 1.749)
C (-0.001, 0.678, -5.291)
C (0.720, 1.904, -5.867)
C (-1.648, -0.615, 2.460)
C (-0.454, -0.208, 3.337)
H (1.672, -0.357, -0.243)
H (3.211, 0.702, -1.884)
H (-0.630, -0.944, -0.911)
H (-0.521, 3.163, 3.654)
H (2.782, 2.403, -6.177)
H (-1.011, -1.786, 4.644)
H (1.813, -2.192, 6.787)
H (0.763, -3.272, 5.833)
H (0.042, -2.043, 6.905)
H (-2.465, 0.258, -3.442)
H (-2.293, -1.212, -2.466)
H (-1.846, -1.240, -4.179)
H (-0.268, 1.788, 1.162)
H (1.319, 1.815, 1.969)
H (0.493, 3.334, 1.581)
H (-1.485, -2.766, 2.486)
H (-0.423, -1.965, 1.322)
H (0.230, -0.201, -5.901)
H (-1.079, 0.852, -5.347)
H (0.365, 2.809, -5.364)
H (0.488, 1.996, -6.933)
H (-1.789, 0.161, 1.708)
H (-2.550, -0.673, 3.072)
H (0.434, -0.180, 2.708)